ORCA calculation (wB97M-V/def2-TZVPD) on a single C9H8N4 molecule at a distorted geometry.

CARTESIAN COORDINATES (ANGSTROEM)
N1 -3.316 -1.742 0.232
C1 -2.445 -0.583 0.091
C2 -3.137 0.615 0.080
C3 -2.249 1.664 -0.111
N2 -0.926 1.626 -0.241
C4 -0.351 0.376 -0.110
C5 1.122 0.170 -0.076
C6 2.027 1.190 0.231
C7 3.428 0.867 0.145
C8 3.725 -0.536 -0.091
C9 2.623 -1.435 -0.089
N3 1.372 -1.152 0.007
N4 -1.173 -0.736 -0.022
H1 -4.054 -1.505 -0.420
H2 -2.832 -2.440 -0.325
H3 -4.209 0.784 0.194
H4 -2.627 2.679 -0.128
H5 1.695 2.168 0.496
H6 4.246 1.703 0.322
H7 4.784 -0.855 -0.198
H8 2.834 -2.464 -0.195

- SMILES: Nc1ccnc(-c2ccccn2)n1
- HOMO energy: -8.99 eV
- ΔE to the lowest compared entry with this formula, charge and spin: 166.0 kJ/mol

Here are the Mulliken charges for atoms 1 to 4, given in e:
1. N -0.675
2. C 0.717
3. C -0.556
4. C -0.101